Record 1
33
Properties=species:S:1:pos:R:3:nbo_charge:R:1 method="wB97M-V/def2-TZVPD" gap_ev=7.6 lumo_ev=-0.3280 energy_ha=-1165.746165 relative_energy_kj_mol=42.2 total_charge=0
Ir -1.76569 1.09526 -0.03721 1.05
I -1.32298 2.66346 2.91903 0.02
O -1.69578 -0.90858 -0.28129 -0.69
O -1.74318 3.02804 -0.64284 -0.71
N 0.54405 -0.40768 -0.50940 -0.41
N 0.07797 0.90844 -0.46666 -0.26
C -0.13240 -2.70367 -0.33415 -0.05
C -0.70023 3.75824 -0.42771 0.51
C 0.58863 3.24979 -0.34706 -0.44
C -0.94280 5.23428 -0.31300 -0.69
C -1.59339 0.76720 1.91294 -0.66
C -0.43535 -1.25484 -0.37508 0.53
C -1.16604 -3.61921 -0.16868 -0.20
C 0.95788 1.89064 -0.42010 0.31
C 1.18227 -3.15605 -0.43029 -0.19
C 0.42338 -5.42277 -0.17864 -0.20
C 1.45670 -4.51057 -0.35284 -0.22
C 2.41189 1.52675 -0.44032 -0.65
C -0.88622 -4.97522 -0.09087 -0.21
H -0.71086 0.18742 2.17612 0.21
H 1.39708 3.95662 -0.23179 0.22
H -2.48733 0.33513 2.36482 0.21
H 2.47918 -4.85737 -0.42740 0.21
H 2.64042 0.87987 0.40692 0.24
H 2.65692 0.96049 -1.33808 0.25
H -2.01163 5.42865 -0.30429 0.24
H 3.02038 2.42560 -0.39633 0.22
H 1.97805 -2.43659 -0.56302 0.23
H -0.48625 5.77580 -1.14275 0.23
H -2.18233 -3.25815 -0.09957 0.23
H 0.64043 -6.48108 -0.11237 0.21
H -1.69381 -5.68366 0.03997 0.21
H -0.49895 5.60376 0.61193 0.24


Record 2
28
Properties=species:S:1:pos:R:3:nbo_charge:R:1 method="wB97M-V/def2-TZVPD" gap_ev="7.1 / 7.1" lumo_ev="-3.9989 / -4.4131" energy_ha=-558.204079 relative_energy_kj_mol=170.5 total_charge=+1
N 0.15385 0.81302 0.01993 -0.31
C -1.72535 0.53227 1.30656 -0.44
C -0.48507 1.36079 1.07070 0.26
C 2.01885 2.16644 0.09068 -0.21
C 0.35910 -0.79178 -1.67941 -0.24
C -0.26516 -2.17722 0.16274 -0.06
C 1.69774 -0.00411 -1.47073 -0.44
C -1.85095 -0.41013 0.06226 -0.23
C 0.14555 2.42975 1.66412 -0.21
C 1.38328 1.08050 -0.46698 0.25
C 1.37792 2.84031 1.13820 -0.13
C -1.76526 -1.92221 0.32815 -0.45
C 0.33665 -2.26735 -1.24010 -0.45
C -0.49728 -0.18463 -0.58398 0.28
H -0.30829 -2.86741 -1.88569 0.23
H -2.60743 1.15233 1.44778 0.26
H -1.58633 -0.05373 2.21890 0.25
H 1.32186 -2.73163 -1.23440 0.23
H -0.02326 -0.62824 -2.69279 0.24
H 2.08689 0.41060 -2.39921 0.26
H -2.12068 -2.21462 1.31580 0.23
H 2.98879 2.48324 -0.25580 0.25
H 1.87350 3.68955 1.57980 0.25
H -2.69958 -0.11132 -0.56123 0.23
H -0.28696 2.93594 2.51135 0.25
H -2.33097 -2.48236 -0.42028 0.23
H 0.34139 -2.38656 1.02689 0.21
H 2.46721 -0.66143 -1.05326 0.25